Density functional theory data (ωB97M-V/def2-TZVPD) for 9 unconnected molecules or ions with the total composition C36H69N3O24.

```
132
Properties=species:S:1:pos:R:3:forces:R:3:mulliken_charge:R:1
C 0.499 -0.871 -9.700 0.0 -0.6 0.1 -0.7671
O 0.486 -1.894 -10.698 1.1 0.9 0.9 -0.3030
C 1.735 -2.601 -10.799 -0.4 0.0 -0.5 -0.5578
C 1.525 -3.349 -12.100 -0.9 -0.8 0.2 -0.6996
N 0.185 -4.038 -12.126 1.0 1.5 -1.0 -0.4170
C 0.181 -5.103 -11.210 -1.5 -2.5 0.7 -0.2195
C -1.226 -5.754 -10.994 0.8 0.9 -0.8 -0.8089
O -2.073 -4.770 -10.391 -0.5 -0.5 1.1 -0.3374
C -2.170 -4.794 -8.951 0.4 0.0 -0.2 -0.7298
H 0.444 -1.357 -8.726 0.1 0.1 0.3 0.2852
H -0.365 -0.213 -9.788 -0.1 -0.3 -0.3 0.2537
H 1.394 -0.253 -9.754 0.2 0.0 -0.1 0.3040
H 2.027 -3.235 -9.962 -0.9 -0.3 0.5 0.3371
H 2.632 -1.984 -10.861 -0.2 0.8 -0.3 0.4722
H 2.253 -4.147 -12.244 0.2 0.1 0.0 0.3885
H 1.652 -2.596 -12.879 -0.4 -0.3 -0.3 0.3276
H -0.550 -3.387 -11.889 0.1 0.2 0.0 0.3465
H 0.450 -4.900 -10.174 0.7 0.4 0.2 0.1540
H 0.819 -5.884 -11.623 0.3 -0.2 0.3 0.3373
H -1.127 -6.715 -10.489 0.0 0.2 0.8 0.3879
H -1.656 -6.056 -11.949 -0.2 0.5 -0.2 0.3779
H -2.650 -5.682 -8.539 0.0 -0.4 -0.4 0.3238
H -2.741 -3.954 -8.556 -0.2 0.2 -0.7 0.2724
H -1.206 -4.691 -8.453 0.4 -0.2 -0.2 0.2722
C 1.343 7.273 -2.457 -0.5 -0.1 -1.8 -0.7285
O 1.677 8.608 -2.155 0.9 0.4 1.0 -0.4066
C 3.009 9.107 -2.595 -1.9 -1.3 0.3 -0.5810
C 4.150 8.553 -1.760 0.9 0.8 -1.0 -0.2313
N 5.474 8.983 -2.363 -0.3 -1.2 1.4 -0.3834
C 6.564 8.431 -1.553 2.1 -0.4 0.1 -0.9090
C 6.981 9.443 -0.475 0.5 -1.2 -0.1 -0.5681
O 7.163 10.697 -1.137 0.8 -0.2 1.0 -0.3826
C 7.468 11.731 -0.198 -1.3 0.2 -0.1 -0.7331
H 1.264 6.461 -1.733 0.9 0.5 1.0 0.2308
H 1.930 6.912 -3.301 0.4 -0.2 0.0 0.3322
H 0.330 7.252 -2.860 -0.3 0.5 -0.1 0.3011
H 2.962 10.186 -2.446 -0.1 -0.1 -0.2 0.2343
H 3.001 8.849 -3.654 0.8 0.2 -0.1 0.4447
H 4.175 7.463 -1.738 -0.3 0.1 0.1 0.3556
H 4.005 8.993 -0.773 0.1 -0.4 0.4 0.1546
H 5.717 9.897 -2.008 -1.4 1.3 -1.2 0.4707
H 7.496 8.278 -2.098 0.0 0.7 -1.1 0.3313
H 6.585 7.400 -1.198 -1.4 -0.1 0.6 0.3903
H 7.911 9.097 -0.024 0.4 0.1 0.0 0.4357
H 6.282 9.445 0.361 -0.5 0.7 0.0 0.3832
H 7.356 12.685 -0.713 -0.3 -0.1 0.0 0.2464
H 8.427 11.800 0.315 0.5 -0.9 -0.4 0.2801
H 6.718 11.596 0.582 -0.1 0.7 0.3 0.3335
C -1.991 0.132 10.597 -1.1 0.6 -1.3 -0.7797
O -2.117 1.032 9.476 -1.4 -2.3 0.2 -0.3429
C -1.567 2.285 9.531 1.5 0.2 0.8 -0.5113
C -2.438 3.302 8.831 1.1 0.6 0.3 -0.4303
N -2.815 2.810 7.526 -1.5 0.5 -0.2 -0.4203
C -3.971 3.525 6.902 0.1 -1.0 -1.2 -0.8027
C -3.949 4.983 6.555 -0.3 -0.1 1.0 -0.5235
O -4.106 5.673 7.822 0.5 1.2 -1.1 -0.3003
C -4.027 7.107 7.775 -0.5 0.3 -0.4 -0.7959
H -0.982 0.135 11.010 -0.1 -0.3 0.0 0.3254
H -2.357 -0.812 10.194 0.9 -0.3 -0.1 0.2500
H -2.771 0.305 11.339 0.3 0.8 0.5 0.3061
H -0.566 2.202 9.108 0.2 0.4 -0.6 0.2964
H -1.341 2.507 10.574 -0.4 0.7 0.3 0.4599
H -1.805 4.170 8.648 -0.1 0.3 0.4 0.2523
H -3.252 3.578 9.501 -0.4 0.1 -0.1 0.2807
H -3.269 1.936 7.747 0.4 -0.7 -0.3 0.2504
H -4.929 3.272 7.357 0.0 0.3 0.7 0.3715
H -4.090 3.064 5.922 0.2 -0.3 -0.2 0.4612
H -4.764 5.149 5.851 -0.8 0.2 0.4 0.4183
H -3.129 5.233 5.882 1.0 0.4 0.9 0.3740
H -4.964 7.652 7.884 -0.8 -0.7 0.3 0.2835
H -3.741 7.496 6.797 0.8 -0.3 0.0 0.3186
H -3.445 7.543 8.586 0.6 -0.5 -0.2 0.2593
O -4.625 0.809 -0.609 -1.0 -3.7 1.8 -0.5553
C -4.490 -0.386 -0.285 3.3 4.6 -2.4 0.6761
O -3.350 -0.766 0.378 -0.8 0.4 0.5 -0.3115
C -3.179 -2.161 0.237 0.6 -0.3 0.4 -0.2667
C -4.244 -2.533 -0.781 1.8 -2.2 0.4 -0.2462
O -4.993 -1.433 -0.900 -3.8 2.5 -0.2 -0.3218
H -2.197 -2.362 -0.190 0.1 0.1 0.3 0.2283
H -3.271 -2.629 1.217 -0.1 -0.1 -0.1 0.2671
H -4.855 -3.362 -0.422 0.2 -0.3 -0.6 0.2622
H -3.741 -2.638 -1.743 -0.3 -0.9 -0.1 0.2686
O 2.399 -0.993 -3.279 5.4 0.4 1.4 -0.5922
C 3.631 -0.963 -2.978 -4.5 0.6 -2.6 0.7128
O 4.508 0.046 -3.312 -1.6 -0.9 -0.4 -0.3082
C 5.782 -0.337 -2.872 1.0 1.0 2.7 -0.2902
C 5.490 -1.417 -1.792 1.0 -0.3 -2.0 -0.2636
O 4.305 -1.949 -2.424 -0.3 -0.9 1.9 -0.3092
H 6.516 -0.680 -3.601 -0.6 0.0 -0.5 0.2639
H 6.141 0.570 -2.386 0.6 -0.1 -0.1 0.2827
H 5.413 -1.115 -0.747 -0.8 0.3 -0.2 0.2533
H 6.253 -2.194 -1.826 -0.2 -0.1 0.0 0.2505
O -7.086 -3.117 5.228 -1.1 -3.2 -1.0 -0.5563
C -7.558 -4.164 4.783 0.0 3.7 1.8 0.6508
O -8.771 -4.672 5.167 0.2 1.0 0.8 -0.3226
C -9.113 -5.743 4.344 -1.3 -1.3 0.4 -0.2104
C -8.022 -5.816 3.386 0.9 -1.0 -2.4 -0.2945
O -7.047 -4.893 3.818 0.9 -0.4 -0.6 -0.2959
H -9.119 -6.717 4.833 -0.4 0.4 0.9 0.2453
H -10.063 -5.650 3.818 -0.2 0.5 0.5 0.2627
H -8.372 -5.554 2.388 0.4 0.1 -0.2 0.2453
H -7.655 -6.842 3.369 0.6 0.3 -0.3 0.2747
O -2.990 -10.002 -0.343 2.5 -2.5 0.5 -0.6039
C -1.944 -10.670 -0.265 -4.1 3.0 -0.5 0.7322
O -1.763 -11.819 0.356 -1.9 -0.7 0.2 -0.3147
C -0.441 -12.201 0.316 2.5 0.4 0.5 -0.2563
C 0.293 -11.005 -0.365 -1.2 0.2 0.1 -0.2408
O -0.842 -10.248 -0.810 1.4 0.8 -1.2 -0.3291
H -0.161 -12.290 1.366 0.5 -0.5 -0.2 0.2608
H -0.223 -13.096 -0.266 -0.6 -0.2 0.2 0.2794
H 0.858 -11.284 -1.254 0.2 0.1 0.4 0.2371
H 0.786 -10.295 0.300 0.6 -0.6 0.0 0.2355
O 5.227 3.530 2.898 -1.7 0.3 -0.7 -0.5680
C 4.036 3.426 2.688 4.1 -1.3 1.3 0.6572
O 3.496 2.248 2.301 1.8 -0.1 0.7 -0.3068
C 2.133 2.351 2.396 -1.8 -0.6 -2.2 -0.2435
C 1.915 3.794 2.613 -3.5 1.1 -0.4 -0.2342
O 3.133 4.344 2.949 0.1 0.8 0.4 -0.3079
H 1.820 2.197 1.364 -0.8 -0.9 0.2 0.2504
H 1.596 1.704 3.090 0.7 -0.2 0.1 0.2883
H 1.089 3.937 3.310 0.6 0.4 0.7 0.2867
H 1.505 4.248 1.711 0.4 0.3 -0.2 0.1764
O 2.887 -5.213 3.672 -2.4 0.1 -0.5 -0.5466
C 1.738 -5.283 4.071 3.4 -1.2 1.8 0.7109
O 1.197 -6.449 4.492 -1.1 -1.1 -0.5 -0.3509
C -0.087 -6.239 5.166 1.3 0.4 0.0 -0.2205
C 0.099 -4.767 5.517 -0.5 0.2 0.8 -0.3381
O 1.040 -4.293 4.571 -1.0 2.0 -0.5 -0.3267
H -0.914 -6.557 4.532 0.1 0.3 -0.1 0.2717
H -0.075 -6.800 6.101 -0.1 -0.3 -0.3 0.2263
H 0.557 -4.687 6.502 0.4 -0.2 0.0 0.2438
H -0.766 -4.113 5.625 -0.1 -0.2 -0.8 0.3298
```
Positions in Å, forces in eV/Å.

Values from the calculation:
Molar mass (g mol⁻¹): 927.95
LUMO level (eV): -0.085
Kohn-Sham gap (eV): 8.33
SMILES string: COCCNCCOC.COCCNCCOC.COCCNCCOC.O=C1OCCO1.O=C1OCCO1.O=C1OCCO1.O=C1OCCO1.O=C1OCCO1.O=C1OCCO1